Entry 1:
ORCA calculation (ωB97M-V/def2-TZVPD) on 2 unconnected molecules or ions with the total composition C2O4S in a non-equilibrium geometry.

The calculation puts the max |F| at 3.56 eV/Å. For the energy relative to the best compared isomer or geometry (same formula, charge and spin), the calculation gives 54.72 kJ/mol. Its total energy is -21096.9364 eV. For the LUMO energy, the calculation gives -0.788 eV. The total charge is 0.

```
7
Properties=species:S:1:pos:R:3:forces:R:3
S -1.6247 0.6386 -0.2107 2.2 1.5 -1.4
O 1.1525 1.0494 -0.6671 -0.8 1.4 -2.4
O -2.6129 0.2846 0.7583 -2.7 -0.8 2.1
O 2.2032 -0.0813 0.9997 1.0 -1.5 1.7
O -0.1997 -1.6918 -0.6950 0.0 1.7 1.0
C -0.5745 -0.6406 -0.3389 -0.5 -2.9 -1.6
C 1.6561 0.4412 0.1538 0.9 0.6 0.5
```
Positions in Å, forces in eV/Å.

---

Entry 2:
ORCA calculation (ωB97M-V/def2-TZVPD) on a molecular structure, C4H6CaLiO2 in a non-equilibrium geometry.

The calculation puts the max |F| at 6.60 eV/Å. For the energy relative to the best compared isomer or geometry (same formula, charge and spin), the calculation gives 344.07 kJ/mol. Its total energy is -26972.8021 eV. For the LUMO energy, the calculation gives -3.852 eV. The total charge is +1.

```
14
Properties=species:S:1:pos:R:3:forces:R:3
Ca 0.2499 -1.3375 -0.4441 0.2 -0.6 -1.3
O 1.5370 -0.6179 1.1218 0.9 -0.2 0.7
O -1.7915 -0.9771 -0.3487 -2.3 -1.3 1.0
C 0.9023 1.4417 0.0483 -1.6 0.9 -1.8
C 2.0561 0.6734 0.6895 -0.1 -0.4 0.1
C -1.5944 0.3358 -0.5801 -1.3 3.4 1.1
C -0.5147 0.9517 -0.9543 6.3 1.3 1.4
Li -3.1556 -1.5914 0.6403 0.0 0.3 -0.3
H 0.3673 1.9336 0.8816 0.2 0.0 -0.7
H 2.9309 0.5783 0.0322 -0.4 -0.4 0.0
H 1.4111 2.1643 -0.6123 -0.6 0.0 0.5
H 2.1286 -1.0450 1.7476 0.1 0.1 0.2
H 2.4117 1.1741 1.6006 -0.3 0.2 -0.3
H -1.9242 1.5059 -0.2148 -1.3 -3.4 -0.5
```
Positions in Å, forces in eV/Å.

---

Entry 3:
ORCA calculation (ωB97M-V/def2-TZVPD) on a molecular structure, C10H22LiO4 in a non-equilibrium geometry.

The calculation puts the max |F| at 17.51 eV/Å. For the energy relative to the best compared isomer or geometry (same formula, charge and spin), the calculation gives 1189.64 kJ/mol. Its total energy is -19109.7612 eV. For the LUMO energy, the calculation gives 2.893 eV. The total charge is -1.

```
37
Properties=species:S:1:pos:R:3:forces:R:3
O -11.9157 -6.3306 13.0639 10.0 -0.7 1.2
O -13.4411 -8.1033 14.1400 -3.6 -17.0 2.2
O -13.6408 -6.2191 12.6526 -9.6 1.9 -5.6
O -13.3987 -6.1942 15.0251 -2.8 7.2 9.8
C -14.6938 -5.5260 15.1399 1.0 0.7 1.2
C -14.8283 -5.0958 16.6057 0.6 -0.3 -0.1
C -12.9567 -9.4830 15.8824 1.4 -0.8 1.5
C -12.5046 -9.1238 14.5212 -0.1 -0.1 -0.6
C -13.8273 -6.0357 17.3014 0.3 0.4 0.1
C -14.7099 -8.4688 14.6831 0.0 -0.7 -1.4
C -12.6847 -6.2306 16.2702 -2.5 0.5 0.8
C -14.4086 -9.2032 15.9646 -1.8 0.0 0.0
C -10.8644 -6.9076 13.7774 -0.1 1.8 -1.6
C -14.9044 -6.5234 12.1234 1.7 0.7 0.6
Li -13.1036 -6.9015 13.9040 5.4 8.2 -8.4
H -15.5065 -6.2354 14.9835 0.2 0.8 -0.7
H -10.4343 -7.7728 13.2728 0.5 -0.8 -0.3
H -13.4281 -5.6413 18.2359 -0.2 0.0 0.2
H -15.8616 -5.2234 16.9282 0.0 0.0 0.2
H -15.3667 -7.6013 14.7466 0.5 -0.8 0.0
H -14.7257 -4.6443 14.4998 0.0 -0.6 -0.5
H -12.3947 -8.8047 16.5244 -0.2 -0.6 0.5
H -12.4239 -9.9578 13.8240 -0.5 -0.1 -0.3
H -14.3002 -7.0009 17.4830 0.1 0.2 0.2
H -12.2576 -7.2204 16.4314 0.3 0.7 -0.3
H -11.9585 -5.4258 16.3839 0.2 -0.1 -0.4
H -14.9894 -10.1253 15.9417 -0.1 0.0 0.5
H -15.0195 -7.5613 11.8109 -0.2 -1.1 0.2
H -15.6159 -6.2853 12.9141 -1.6 0.0 -0.1
H -11.1821 -7.2751 14.7532 0.7 0.5 0.8
H -14.7432 -8.5437 16.7653 0.3 -0.7 0.4
H -14.5596 -4.0438 16.7012 0.1 0.0 0.2
H -15.2194 -9.1289 13.9811 0.1 -0.2 -0.3
H -15.1604 -6.0157 11.1934 -0.3 0.8 -0.4
H -10.0380 -6.2099 13.9131 0.9 0.4 0.5
H -12.6564 -10.5008 16.1314 -0.2 -0.1 0.2
H -11.5116 -8.6882 14.6328 -0.5 -0.5 -0.6
```
Positions in Å, forces in eV/Å.

---

Entry 4:
ORCA calculation (ωB97M-V/def2-TZVPD) on a molecular structure, C49H87BaGeN6O2S2Si3 in a non-equilibrium geometry.

The calculation puts the max |F| at 4.05 eV/Å. Its total energy is -167778.9948 eV. For the LUMO energy (spin up / spin down), the calculation gives 0.185 / -1.533 eV. The total charge is 0. Its multiplicity is 2. Its expectation value of S² is 0.753.

```
151
Properties=species:S:1:pos:R:3:forces:R:3
Ba -0.8882 -0.0674 -0.4990 0.7 -1.3 3.8
Ge 3.9478 1.2193 0.4226 1.3 0.3 0.3
S -3.9736 -2.8019 2.6451 0.3 0.3 -0.4
S 1.7824 -4.4026 0.2726 -0.3 0.5 -0.1
Si 4.2834 1.6848 2.7782 -0.4 0.1 1.1
Si 5.2865 -0.7198 -0.1131 0.3 -0.9 -0.2
Si 4.9236 3.0618 -0.8330 0.2 0.9 -0.6
O -2.7358 0.7714 -1.2059 -3.4 1.2 -0.6
O 0.4176 -0.3961 -2.2229 2.0 -0.7 -2.7
N -2.2735 -1.7805 1.0118 -0.3 -0.2 0.1
N 2.1462 -2.0540 -1.0641 0.5 0.5 -0.4
N -4.1834 -0.4776 1.2308 -0.4 0.4 -0.3
N -1.1167 1.7141 1.8782 -0.1 0.3 0.3
N -0.0399 2.2752 -0.8236 0.6 2.0 -0.4
N 0.2035 -2.3741 0.1555 0.3 -0.4 0.1
C 0.2307 -1.9319 -6.4165 0.0 0.1 0.3
C 1.2439 2.5222 -4.1787 -0.1 -0.2 -0.1
C -4.0082 2.1836 -4.3093 0.2 0.0 0.0
C 3.2162 3.3035 -6.2932 -0.1 0.0 -0.1
C -4.7797 -0.8975 -2.1835 0.0 0.1 -0.1
C 5.0966 -1.1114 -1.9789 -0.1 0.2 0.6
C 1.2653 2.0433 -5.4760 -0.1 0.1 -0.1
C 0.2321 -1.6075 -4.9166 -0.1 -0.1 0.1
C -4.9569 0.1770 -3.2571 -0.2 -0.2 0.1
C 0.4605 2.9205 0.3917 0.0 0.1 0.5
C 6.0749 2.0648 3.3516 -0.5 -0.2 -0.7
C 4.0322 4.7428 -0.5806 0.1 -0.7 0.0
C 0.6283 0.3378 -3.2961 0.4 0.6 -0.9
C 0.9160 0.7123 -5.6657 0.0 0.2 0.0
C 7.1785 -0.5655 0.1558 -0.7 0.4 0.0
C 3.2405 3.2063 3.3032 0.3 -0.4 -0.4
C -3.1959 3.2935 -4.4916 0.1 0.1 0.1
C -3.8759 1.2651 -3.2808 0.0 -0.1 0.1
C 3.6620 0.2081 3.8343 0.2 0.4 -0.5
C 1.6667 2.3041 -7.9746 0.0 0.1 0.2
C 4.7555 -2.1869 0.9963 0.0 0.6 -0.3
C 4.9322 2.6472 -2.6980 -0.1 -0.1 0.7
C -2.0107 2.5964 -2.4999 -0.1 -0.2 0.2
C 1.3481 -2.7852 -0.2932 0.1 -1.2 0.6
C -2.8730 1.4826 -2.2970 -0.4 0.9 -0.9
C -0.4040 -3.2913 0.9674 0.8 -0.9 0.0
C -3.4539 -1.5727 1.4961 -0.2 -0.9 0.8
C -3.4940 4.2504 -5.6374 0.0 0.1 -0.1
C -4.9458 4.7417 -5.5203 0.2 -0.1 0.0
C -1.1859 -1.8498 -4.3889 0.1 0.1 0.1
C -5.0096 -0.5541 -4.6067 0.0 0.1 0.1
C -2.4666 -3.6132 2.3857 0.0 0.3 -0.2
C 0.6014 -0.1520 -4.6269 -0.1 -0.2 0.2
C -1.1392 3.0921 -1.3688 -0.2 0.1 0.1
C 1.7516 2.9517 -6.5921 0.1 0.1 -0.1
C 0.9228 4.2388 -6.6505 0.1 -0.2 0.0
C -0.5233 3.0078 1.5510 0.1 0.0 -0.3
C -2.5910 5.4866 -5.6367 -0.1 -0.2 0.1
C -1.7039 -2.9313 1.4893 -0.8 -0.5 0.8
C 1.2123 -2.5669 -4.2172 -0.2 0.1 0.0
C -2.4613 1.9284 2.3917 0.0 -0.1 0.1
C 0.2950 -4.4448 1.1536 -0.1 0.3 -0.1
C 1.1098 2.2540 -1.7351 0.3 -0.2 -0.1
C -6.3142 0.8605 -3.0071 0.2 -0.1 0.0
C -0.3209 1.0092 2.8723 -0.1 0.0 0.0
C -2.1765 3.4646 -3.5688 -0.1 -0.1 -0.2
C 6.7388 3.4415 -0.3427 -0.6 -0.5 0.1
C 0.9201 1.7064 -3.1129 0.1 -0.1 0.0
C -3.3070 3.4963 -6.9612 0.0 0.1 0.1
H 7.4224 -0.3086 1.1803 0.0 0.1 0.3
H -1.5463 5.2148 -5.7434 0.2 0.0 0.0
H 2.2241 -2.1684 -4.2511 0.2 0.0 0.0
H -5.1797 -0.5304 1.3624 0.0 0.1 -0.1
H -1.8839 -1.2125 -4.9257 -0.1 0.0 -0.1
H 3.0856 4.7893 -1.1092 -0.2 0.0 -0.1
H -5.7907 -1.3115 -4.5891 -0.1 -0.1 0.0
H -2.8551 6.1343 -6.4713 0.0 0.1 -0.1
H -7.1086 0.1235 -2.8973 -0.1 -0.1 0.0
H -0.0490 -2.9737 -6.5659 0.0 -0.1 0.1
H 1.6403 -1.3198 -1.6102 0.2 -0.2 0.0
H -5.1814 5.4376 -6.3242 0.0 0.1 -0.1
H 1.3405 4.9180 -7.3922 0.0 0.1 -0.1
H -2.2503 -4.5201 2.9094 0.1 -0.3 0.1
H -3.4682 4.1593 -7.8091 0.0 0.1 -0.1
H 5.7132 1.9243 -2.9135 0.2 -0.2 0.0
H -1.4749 -2.8912 -4.5232 -0.1 -0.1 0.0
H 2.2668 1.4002 -8.0333 0.1 -0.1 -0.1
H 3.6477 3.8737 -7.1142 0.1 0.1 -0.1
H 7.6074 0.1973 -0.4836 0.1 0.2 -0.2
H -1.5128 4.3155 -3.6325 0.1 0.1 -0.1
H 7.2406 4.0207 -1.1122 -0.1 0.1 -0.2
H -0.4923 -1.3135 -6.9441 0.0 0.1 -0.1
H -6.5766 1.5176 -3.8304 -0.1 0.1 -0.1
H -4.8181 2.0301 -5.0044 -0.1 0.0 -0.1
H 6.4239 2.9984 2.9236 0.1 0.2 -0.1
H -4.0609 -1.0397 -4.8122 0.1 -0.1 0.0
H 2.7786 -0.2439 3.3916 -0.2 -0.1 -0.1
H -1.3260 3.7050 1.3052 0.1 0.0 0.0
H -1.2430 -1.5974 -3.3303 -0.1 -0.1 0.0
H -4.0094 2.6697 -7.0346 -0.1 -0.1 0.0
H 7.6803 -1.4995 -0.0732 -0.1 -0.3 -0.1
H -5.6474 3.9143 -5.5731 -0.1 -0.1 0.0
H 6.7640 1.2835 3.0455 0.1 -0.1 -0.1
H 3.2925 3.8971 -5.3856 0.0 0.1 0.1
H -2.3007 3.0866 -7.0196 0.1 0.0 -0.1
H -5.5309 -1.6781 -2.3202 0.0 0.0 -0.1
H 0.6334 2.0628 -8.2146 -0.1 -0.1 -0.1
H -4.9217 -0.4660 -1.1998 0.0 -0.1 0.1
H 4.6483 5.5692 -0.9268 0.2 0.0 -0.1
H 3.6965 -2.1415 1.2201 -0.2 0.0 0.0
H -6.2691 1.4627 -2.1026 0.0 0.1 0.2
H 6.7762 4.0130 0.5786 0.0 0.1 0.2
H 3.9895 2.2117 -3.0182 -0.2 -0.1 -0.1
H 1.8866 1.6421 -1.2431 -0.1 0.1 0.0
H -1.8384 3.2420 -0.5424 0.1 0.1 0.0
H 5.8623 -0.5869 -2.5415 0.2 0.2 -0.1
H -3.0722 2.3821 1.6127 -0.1 0.0 0.0
H 1.5186 3.2722 -1.8295 0.0 0.0 0.0
H -2.7128 6.0551 -4.7172 0.0 0.1 0.1
H 1.2157 -1.7876 -6.8544 0.1 0.0 -0.1
H 3.8017 2.3979 -6.1483 0.1 -0.1 0.0
H -0.0981 4.0040 -6.9407 -0.1 0.0 0.0
H 1.2144 -3.5404 -4.7066 0.0 -0.1 0.0
H 4.9592 -3.1542 0.5499 0.1 -0.2 -0.2
H 1.5057 3.5501 -3.9711 0.1 0.2 0.0
H 7.3074 2.5306 -0.1942 0.2 -0.2 0.1
H 0.7882 3.9491 0.1666 0.2 0.0 0.0
H 6.1301 2.1524 4.4329 -0.2 0.0 0.2
H 3.8261 4.9198 0.4710 0.0 0.0 0.2
H 0.0397 -5.3113 1.7252 -0.2 -0.2 0.2
H 1.3438 2.3630 0.7284 0.0 0.0 -0.1
H 0.9009 0.3362 -6.6722 0.0 -0.1 -0.1
H -0.7505 0.0242 3.0454 0.0 -0.2 0.0
H -2.4588 2.5867 3.2742 0.0 0.0 0.0
H 4.1348 -0.7771 -2.3533 -0.2 0.1 -0.2
H 5.2873 -2.1518 1.9413 0.2 0.1 0.2
H 2.0310 3.0051 -8.7238 0.0 0.0 -0.1
H 3.6681 3.7017 4.1693 0.1 0.0 0.2
H -0.3003 1.5432 3.8349 0.1 0.0 0.0
H -2.9103 0.9778 2.6665 0.0 0.0 0.0
H 5.2082 -2.1679 -2.2053 0.0 -0.3 0.1
H 3.4076 0.5070 4.8469 0.0 0.2 0.2
H 0.9138 -2.7090 -3.1826 0.1 0.0 0.1
H -5.2235 0.1172 -5.4307 0.0 0.1 -0.2
H 3.1842 3.9376 2.5028 0.0 0.2 -0.1
H -0.0014 3.4387 2.4190 0.0 0.0 0.0
H 2.9156 -2.5217 -1.5115 0.0 0.0 0.0
H 0.9033 4.7529 -5.6934 0.0 0.1 0.1
H 2.2258 2.9181 3.5556 -0.3 -0.1 0.0
H -3.8499 0.0560 0.4271 -0.2 0.1 -0.1
H -0.7302 4.0734 -1.6593 -0.1 0.0 0.1
H 0.7027 0.8820 2.5260 0.2 0.0 -0.1
H -3.7910 -1.3506 -2.2350 0.0 -0.1 0.1
H -5.0896 5.2464 -4.5664 -0.1 0.1 0.1
H 4.4204 -0.5649 3.9006 0.2 -0.2 0.0
H 5.1222 3.5234 -3.3116 0.0 0.2 0.0
```
Positions in Å, forces in eV/Å.

---

Entry 5:
ORCA calculation (ωB97M-V/def2-TZVPD) on a single C2H3Cl2N molecule in a non-equilibrium geometry.

The calculation puts the max |F| at 3.41 eV/Å. For the energy relative to the best compared isomer or geometry (same formula, charge and spin), the calculation gives 175.34 kJ/mol. Its total energy is -28655.1191 eV. As for the SMILES: Cl[C@@H]1CN1Cl. For the LUMO energy, the calculation gives 0.621 eV. The total charge is 0.

```
8
Properties=species:S:1:pos:R:3:forces:R:3
Cl -0.0044 -2.2199 -0.5048 0.3 -0.6 -0.2
Cl -1.6206 1.3041 1.1319 0.8 -1.2 -0.2
N -0.6076 -0.6307 -0.6099 0.0 1.7 0.3
C 0.4764 0.4498 -0.4724 2.5 -1.5 -1.8
C -0.3703 0.0758 0.6241 -0.5 1.6 0.7
H 0.4070 1.3831 -1.0171 -0.7 -0.2 -0.2
H 1.5433 0.0066 -0.5767 -1.9 0.8 0.7
H 0.1763 -0.3689 1.4250 -0.5 -0.6 0.7
```
Positions in Å, forces in eV/Å.